{
  "formula": "C4H6N2",
  "method": "wB97M-V/def2-TZVPD",
  "homo_energy_ev": -8.21,
  "max_force_ha_per_bohr": 0.016,
  "energy_ev": -7224.945,
  "smiles": "Nc1cc[nH]c1",
  "homo_lumo_gap_ev": 9.255,
  "species": ["N", "C", "C", "N", "C", "C", "H", "H", "H", "H", "H", "H"],
  "xyz": [[-2.073, 0.066, -0.079], [-0.651, 0.018, -0.073], [0.234, 1.055, 0.057], [1.499, 0.536, 0.142], [1.424, -0.855, 0.017], [0.100, -1.178, -0.119], [-2.408, 0.529, -0.915], [-2.388, 0.612, 0.715], [0.030, 2.119, 0.053], [2.284, 1.174, 0.141], [2.194, -1.586, 0.239], [-0.346, -2.160, -0.199]],
  "forces_ev_per_angstrom": [[-0.2, 0.3, -0.1], [0.1, 0.0, 0.0], [-0.2, 0.0, -0.1], [-0.1, -0.2, -0.2], [-0.1, 0.2, 0.4], [-0.1, 0.0, 0.1], [-0.1, -0.1, 0.0], [-0.1, -0.1, -0.1], [0.2, -0.2, 0.1], [0.1, -0.8, 0.1], [0.3, 0.7, -0.3], [0.2, 0.1, 0.1]]
}